1.
# C5H12NS2

A 2-piece molecular cluster, C5H12NS2 overall (ωB97M-V with the def2-TZVPD basis set, the Open Molecules 2025 dataset).

As for the molecular weight: 150.29 g/mol. Its multiplicity is 3. As for the net charge: +1. Its energy relative to the best compared isomer or geometry (same formula, charge and spin) is 1.756 eV. For the lowest unoccupied orbital energy (spin up / spin down), the calculation gives -3.3 / -5.7 eV. As for the total energy: -28527.2485 eV. The calculation puts the HOMO-LUMO gap (spin up / spin down) at 8.770 / 7.970 eV.

Element x y z (Å)
C1 -0.120 -0.237 -0.149
C2 -0.407 0.644 -1.234
C3 -0.737 0.557 2.634
C4 -1.473 1.626 -1.164
C5 1.307 -2.154 0.432
N1 1.232 -0.702 0.168
S1 -1.188 -1.131 -1.344
S2 1.053 1.067 -2.281
H1 -1.681 0.326 2.020
H2 -0.381 1.613 3.026
H3 -0.244 -0.453 2.946
H4 -1.766 1.874 -2.137
H5 -1.103 2.531 -0.743
H6 -2.281 1.319 -0.494
H7 0.762 -2.586 1.190
H8 1.051 -2.634 -0.581
H9 2.337 -2.550 0.507
H10 1.744 -0.291 -0.568
H11 1.506 -0.349 1.159
H12 0.390 1.529 -3.385

The molecule's Löwdin atomic charges, reported in e, are given here: number 1, C, carries -0.515; number 2, C, carries -0.958; number 3, C, carries 0.019; number 4, C, carries -0.145; number 5, C, carries -0.026; number 6, N, carries -0.007; number 7, S, carries 0.950; number 8, S, carries 0.821; number 9, H, carries 0.014; number 10, H, carries 0.048; number 11, H, carries 0.014; number 12, H, carries 0.072; number 13, H, carries 0.092; number 14, H, carries 0.099; number 15, H, carries 0.079; number 16, H, carries 0.114; number 17, H, carries 0.119; number 18, H, carries 0.067; number 19, H, carries 0.211; number 20, H, carries -0.068

2.
# C14H16

A 2-piece molecular cluster, C14H16 overall (ωB97M-V with the def2-TZVPD basis set, the Open Molecules 2025 dataset).

As for the molecular weight: 184.28 g/mol. Its SMILES is Cc1ccccc1.Cc1ccccc1. Its multiplicity is 1. Its energy relative to the best compared isomer or geometry (same formula, charge and spin) is 2.372 eV. For the lowest unoccupied orbital energy, the calculation gives 0.9 eV. As for the total energy: -14775.3930 eV. The calculation puts the HOMO-LUMO gap at 9.746 eV.

Element x y z (Å)
C1 -0.126 -2.616 -2.509
C2 -3.369 -0.850 -1.474
C3 -3.477 -1.209 -0.128
C4 -2.273 -1.253 -2.174
C5 -1.270 -2.068 -1.494
C6 -2.461 -1.854 0.528
C7 -1.342 -2.343 -0.145
H1 -4.055 -0.111 -1.857
H2 -4.280 -1.001 0.589
H3 -2.082 -1.036 -3.261
H4 -2.594 -2.036 1.674
H5 0.066 -3.752 -2.461
H6 0.597 -1.752 -2.653
H7 -0.499 -2.942 0.213
H8 -0.481 -2.525 -3.504
C8 2.779 1.761 3.240
C9 1.093 0.614 0.053
C10 0.893 1.843 -0.613
C11 1.713 0.611 1.286
C12 2.102 1.784 1.848
C13 1.286 3.058 0.057
C14 1.976 3.026 1.238
H9 0.834 -0.289 -0.423
H10 0.317 2.014 -1.557
H11 1.921 -0.318 1.856
H12 1.203 3.983 -0.563
H13 2.891 0.768 3.542
H14 2.468 2.267 4.032
H15 2.456 3.969 1.557
H16 3.714 2.259 3.104

The molecule's Löwdin atomic charges, reported in e, are given here: number 1, C, carries -0.055; number 2, C, carries -0.104; number 3, C, carries -0.116; number 4, C, carries -0.061; number 5, C, carries -0.242; number 6, C, carries -0.116; number 7, C, carries -0.087; number 8, H, carries 0.100; number 9, H, carries 0.104; number 10, H, carries 0.120; number 11, H, carries 0.135; number 12, H, carries 0.102; number 13, H, carries 0.086; number 14, H, carries 0.114; number 15, H, carries 0.018; number 16, C, carries -0.026; number 17, C, carries -0.078; number 18, C, carries -0.067; number 19, C, carries -0.070; number 20, C, carries -0.264; number 21, C, carries -0.102; number 22, C, carries -0.073; number 23, H, carries 0.064; number 24, H, carries 0.106; number 25, H, carries 0.125; number 26, H, carries 0.108; number 27, H, carries 0.053; number 28, H, carries 0.025; number 29, H, carries 0.124; number 30, H, carries 0.076

3.
# C4H6NO3

A 2-piece molecular cluster, C4H6NO3 overall (ωB97M-V with the def2-TZVPD basis set, the Open Molecules 2025 dataset).

As for the molecular weight: 116.10 g/mol. Its multiplicity is 1. As for the net charge: +1. Its energy relative to the best compared isomer or geometry (same formula, charge and spin) is 2.159 eV. For the lowest unoccupied orbital energy, the calculation gives -4.7 eV. As for the total energy: -11868.3308 eV. The calculation puts the HOMO-LUMO gap at 9.377 eV.

Element x y z (Å)
C1 0.895 1.360 -0.217
C2 1.912 0.429 -0.122
C3 -0.477 1.411 -0.044
C4 -1.438 -0.730 -0.119
N1 1.831 -0.717 0.516
O1 -1.459 1.997 0.214
O2 -1.167 -1.940 -0.330
O3 -2.683 -0.487 0.151
H1 1.181 2.275 -0.695
H2 2.846 0.785 -0.338
H3 0.841 -0.927 0.592
H4 2.544 -1.395 0.518
H5 -2.009 -2.552 -0.518
H6 -2.819 0.489 0.391

The molecule's Löwdin atomic charges, reported in e, are given here: number 1, C, carries -0.035; number 2, C, carries -0.085; number 3, C, carries -0.117; number 4, C, carries -0.260; number 5, N, carries 0.207; number 6, O, carries 0.195; number 7, O, carries 0.124; number 8, O, carries 0.125; number 9, H, carries 0.131; number 10, H, carries 0.121; number 11, H, carries 0.089; number 12, H, carries 0.130; number 13, H, carries 0.225; number 14, H, carries 0.151

Q: Look up the multiplicity of the first one.
A: 3